--- P ---
ORCA calculation (ωB97M-V/def2-TZVPD) on the ion C10H15BNO with charge +1.

The net charge is +1. The lowest unoccupied orbital energy is -3.071 eV. Its SMILES is C[NH2+][C@H]1BOc2c(C)cccc2C1. Its gap between HOMO and LUMO is 8.933 eV.

Atoms and positions in Å:
O  0.06907  0.46022  -1.50858
N  -0.17243  2.12151  1.72667
C  1.21021  -3.45754  -0.65428
C  -0.00532  -1.42346  -3.60824
C  -1.47272  2.69917  2.20683
C  0.82397  -1.16626  0.09215
C  0.33875  -0.89053  -1.19885
C  -0.39006  0.81337  1.07785
C  1.11587  -0.11645  1.02169
C  1.32421  -2.46022  0.31287
C  0.90790  -3.06985  -1.97551
C  0.38986  -1.80883  -2.25024
B  -0.31600  1.22956  -0.52710
H  1.27226  -0.55263  1.97138
H  1.57588  -4.49635  -0.40422
H  -1.23870  0.13900  1.39148
H  0.45730  1.87839  2.51907
H  0.79511  -1.55814  -4.36937
H  1.82097  0.60277  0.78767
H  -0.65863  -2.27857  -3.92118
H  0.90673  -3.75556  -2.88419
H  0.23966  2.83506  1.18534
H  -1.52626  3.16647  3.07185
H  -1.90536  3.25548  1.44554
H  -0.21109  2.37005  -0.88929
H  -0.38475  -0.30034  -3.69686
H  -2.18853  1.97586  2.24278
H  1.71590  -2.86766  1.25368

***

--- Q ---
ORCA calculation (ωB97M-V/def2-TZVPD) on a structure of composition C10H15BNO.

The net charge is +1. The lowest unoccupied orbital energy is -5.029 eV. Its gap between HOMO and LUMO is 7.667 eV.

Atoms and positions in Å:
O  0.29509  1.35388  -0.17327
N  -3.13478  -0.24245  0.17709
C  2.79028  -1.95771  -0.10859
C  1.22836  0.29885  0.01101
C  -1.85906  -0.14793  -0.28705
C  -0.79990  -0.91977  0.48309
C  2.62275  0.45054  -0.07169
C  -4.39463  -0.44747  -0.52968
C  3.38262  -0.75209  -0.19323
C  3.26256  1.77139  -0.07924
C  1.43653  -2.07903  0.10927
C  0.65578  -0.91822  0.11648
B  -0.93256  1.21415  -0.11920
H  3.91908  1.96159  0.78051
H  1.05733  -3.06494  0.09175
H  -0.77893  3.34514  0.65768
H  -3.36079  -0.27693  1.13523
H  -0.87291  4.10402  0.81500
H  -5.18807  -0.99816  0.06053
H  -1.93736  -0.36722  -1.40252
H  3.83432  1.94364  -0.95300
H  -1.21605  -2.03025  0.47919
H  4.40067  -0.58588  -0.23603
H  3.45172  -2.86550  -0.10830
H  2.46473  2.52552  -0.03416
H  -1.00817  -0.62138  1.56073
H  -4.97031  0.44704  -0.84952
H  -4.34831  -1.14082  -1.33209

***

Which of them is the most stable? Correct choice: P.

***

--- P ---
ORCA calculation (ωB97M-V/def2-TZVPD) on the ion C5H13N2O with charge +1.

The net charge is +1. The lowest unoccupied orbital energy is -3.294 eV. Its SMILES is N/C=C/C[C@@H]([NH3+])CO. Its gap between HOMO and LUMO is 7.910 eV.

Atoms and positions in Å:
O  0.24631  -1.19135  1.16055
N  1.98050  -1.07170  -0.52664
N  -1.89087  1.76319  1.60229
C  0.52152  -0.75808  -1.09796
C  -0.40972  -1.38557  -0.06845
C  -1.44976  1.25267  0.41841
C  0.38628  0.78251  -1.12311
C  -0.18922  1.46881  0.06650
H  -0.17072  1.07985  -2.06678
H  2.09143  -1.33349  0.46499
H  -2.86617  1.63715  1.93825
H  0.57628  -1.36442  -2.15692
H  -0.51758  -2.34496  -0.34875
H  -2.15862  0.70379  -0.06106
H  0.53653  2.00187  0.67692
H  -0.31291  -1.31424  2.01741
H  2.24752  -2.01278  -0.97306
H  1.37347  1.15606  -1.30353
H  -1.23518  2.25864  2.22380
H  -1.42138  -0.90621  -0.08568
H  2.66229  -0.42175  -0.75717

***

--- Q ---
ORCA calculation (ωB97M-V/def2-TZVPD) on the ion C5H13N2O with charge +1.

The net charge is +1. The lowest unoccupied orbital energy is -3.198 eV. Its SMILES is C[C@H](C=O)NCC[NH3+]. Its gap between HOMO and LUMO is 10.426 eV.

Atoms and positions in Å:
O  -0.94317  1.00294  -1.46901
N  -0.00333  -0.98332  0.00446
N  -1.96194  0.64748  1.02853
C  0.24352  0.75916  -1.42212
C  0.93674  -0.57016  -1.10489
C  2.46613  -0.65871  -0.93664
C  -0.94554  0.14859  2.12979
C  0.36260  -0.34708  1.29179
H  -1.88412  0.14026  0.04120
H  1.02736  0.48181  1.12223
H  -1.87946  1.66805  0.81334
H  -0.16603  -2.06498  0.03760
H  0.93898  -0.98472  1.94423
H  -1.50494  -0.70027  2.63578
H  2.71975  -1.69616  -0.76689
H  -0.69314  1.11228  2.85416
H  3.05333  -0.16272  -1.74805
H  0.72263  -1.34215  -1.95241
H  -2.96061  0.58493  1.25144
H  1.01463  1.51823  -1.59630
H  2.53311  -0.21798  0.13718

***

Which of them is the most stable? Correct choice: Q.

***

--- P ---
ORCA calculation (ωB97M-V/def2-TZVPD) on the ion C5H13N2O with charge +1.

The net charge is +1. The lowest unoccupied orbital energy is -3.605 eV. Its SMILES is CCNC(=O)[C@@H](C)[NH3+]. Its gap between HOMO and LUMO is 10.126 eV.

Atoms and positions in Å:
O  0.42955  -2.26115  0.16733
N  -0.57832  -0.46568  1.21011
N  0.21342  -1.62402  -2.30519
C  1.09683  0.52545  -1.29770
C  0.06248  -0.54714  -1.33114
C  -0.91523  0.93779  1.26233
C  -0.40333  1.49511  2.54992
C  -0.04602  -1.11484  0.12798
H  2.10085  0.19881  -1.79945
H  0.71799  1.38542  -1.88887
H  -0.94243  -0.10577  -1.42503
H  0.37072  -2.53560  -1.70982
H  -2.04451  0.98433  1.34464
H  1.06154  -1.59318  -2.88089
H  -0.42236  -0.96244  2.06297
H  -0.69899  -1.87389  -2.93888
H  1.55013  0.93023  -0.34202
H  0.61043  1.28252  2.81755
H  -0.64542  1.52324  0.30478
H  -0.55655  2.60448  2.61274
H  -0.96077  1.21632  3.45863

***

--- Q ---
ORCA calculation (ωB97M-V/def2-TZVPD) on the ion C5H13N2O with charge +1.

The net charge is +1. The lowest unoccupied orbital energy is -3.360 eV. Its SMILES is CC[C@H]([NH3+])C(=O)NC. Its gap between HOMO and LUMO is 10.551 eV.

Atoms and positions in Å:
O  -0.42494  1.53718  1.94827
N  -1.34931  1.83377  -0.10502
N  1.54586  0.10863  1.25290
C  0.41871  0.14375  0.26068
C  0.70131  -2.30641  -0.35195
C  -0.23408  -1.21997  0.19108
C  -1.42769  1.58921  -1.54968
C  -0.51209  1.25560  0.76354
H  1.36852  -2.73463  0.40831
H  1.23405  -0.28867  2.13328
H  -0.77042  2.29346  -2.05266
H  0.12390  -3.17754  -0.66768
H  0.84910  0.39885  -0.70610
H  -2.42593  1.67681  -1.84500
H  -1.91816  2.55849  0.30789
H  -0.55252  -1.56931  1.17702
H  -1.12216  0.58112  -1.79505
H  2.28615  -0.47725  0.85379
H  1.35385  -2.04220  -1.18752
H  -1.11750  -1.18398  -0.44313
H  1.97333  1.02308  1.40699

***

--- R ---
ORCA calculation (ωB97M-V/def2-TZVPD) on a structure of composition C5H13N2O.

The net charge is +1. The lowest unoccupied orbital energy is -9.178 eV. Its gap between HOMO and LUMO is 5.522 eV.

Atoms and positions in Å:
O  1.99744  -0.69232  -1.04054
N  1.04838  1.25841  -0.19433
N  -2.85367  -0.60273  0.99149
C  1.50041  0.14678  -0.40211
C  -1.39528  -1.80223  -0.58147
C  -1.63775  -0.62648  0.35967
C  -2.98887  0.33174  2.01790
C  3.89554  1.60643  -1.10115
H  -1.32358  0.31691  -0.13901
H  4.33618  2.59137  -1.19932
H  3.46958  1.59968  -0.10111
H  3.14134  1.50580  -1.87689
H  -3.74689  0.09748  2.76673
H  -0.40519  -1.84006  -1.00235
H  -2.05455  0.41331  2.58629
H  4.50727  0.71034  -1.15848
H  -0.82554  -0.68606  1.11764
H  -1.63295  -2.76845  -0.13542
H  -2.19960  -1.74453  -1.32330
H  0.37272  0.49302  0.29009
H  -3.21449  1.31863  1.56771

***

Which of them is the most stable? Correct choice: Q.

***

--- P ---
ORCA calculation (ωB97M-V/def2-TZVPD) on a cluster of 2 separate species, C5H13N2O in total.

The net charge is +1. The lowest unoccupied orbital energy is -2.726 eV. Its gap between HOMO and LUMO is 10.652 eV.

Atoms and positions in Å:
O  -0.22834  -0.39188  0.28702
N  -0.96802  1.72017  -0.18290
N  0.57337  -2.76486  -0.10130
C  -0.10767  0.69731  -0.26914
C  0.38465  -3.05858  1.34470
C  0.51313  3.63881  -0.35490
C  -0.84324  3.06949  -0.77542
C  -0.22918  -3.99515  0.36090
H  1.53008  -2.80865  -0.36594
H  -1.30307  -3.78881  0.08702
H  -0.80880  2.93476  -1.86595
H  0.99696  3.13667  0.47014
H  1.24729  3.48507  -1.21915
H  -0.18610  -2.40922  1.96814
H  1.36251  -3.53644  1.70198
H  0.20153  -4.98562  0.22895
H  -1.61569  3.78046  -0.33121
H  0.00154  -2.00699  -0.29101
H  -1.79979  1.59157  0.43195
H  0.85092  0.93227  -0.94152
H  0.42791  4.75963  -0.18238

***

--- Q ---
ORCA calculation (ωB97M-V/def2-TZVPD) on the ion C5H13N2O with charge +1.

The net charge is +1. The lowest unoccupied orbital energy is -7.428 eV. Its gap between HOMO and LUMO is 6.699 eV.

Atoms and positions in Å:
O  1.49209  0.80747  0.21226
N  -0.89704  -0.04452  -1.22727
N  1.51090  -1.10039  1.44724
C  2.71803  -1.49744  0.73482
C  -0.20566  -0.85999  -0.42462
C  0.83289  -0.02165  0.84103
C  -1.37139  1.30581  -0.90209
C  -2.80611  1.46877  -0.46195
H  -2.90316  2.49156  -0.06872
H  3.51666  -0.75502  0.73265
H  -3.03639  0.81320  0.37580
H  0.04437  0.37594  1.50297
H  -1.15813  1.93165  -1.77296
H  -3.55532  1.34040  -1.21917
H  -0.52512  -0.11376  -2.15479
H  0.50614  -1.41908  -1.01443
H  -0.66159  1.70521  -0.17202
H  1.65856  -0.78839  2.40190
H  2.47119  -1.78945  -0.27657
H  -0.80455  -1.50156  0.21672
H  3.17363  -2.34876  1.22920

***

--- R ---
ORCA calculation (ωB97M-V/def2-TZVPD) on the ion C5H13N2O with charge +1.

The net charge is +1. The lowest unoccupied orbital energy is -3.659 eV. Its SMILES is CC(C)NC(=O)C[NH3+]. Its gap between HOMO and LUMO is 9.937 eV.

Atoms and positions in Å:
O  -1.28758  0.40718  -2.15375
N  0.46318  0.25972  -0.73381
N  -2.97726  -0.92371  -0.72692
C  -1.62127  -0.74494  -0.10967
C  1.11753  1.39053  1.29869
C  -0.81093  0.03393  -1.08980
C  2.64456  -0.27918  0.10986
C  1.21191  0.03692  0.55692
H  2.97331  0.55728  -0.49952
H  0.99865  0.70912  -1.45237
H  -1.13322  -1.67546  0.16218
H  1.09824  2.29072  0.68030
H  -1.80405  -0.01352  0.69111
H  0.61789  -0.71271  1.07553
H  2.83828  -1.30828  -0.16550
H  3.27156  -0.26131  1.00676
H  0.33243  1.42431  2.04924
H  -3.54338  -0.13522  -0.41217
H  -2.95377  -0.84234  -1.75174
H  2.05283  1.52453  1.85523
H  -3.48891  -1.73756  -0.39058

***

Which of them is the most stable? Correct choice: R.

***

--- P ---
ORCA calculation (ωB97M-V/def2-TZVPD) on the ion C5H13N2O with charge +1.

The net charge is +1. The lowest unoccupied orbital energy is -3.269 eV. Its SMILES is C[C@@H]([NH3+])C(=O)N(C)C. Its gap between HOMO and LUMO is 10.314 eV.

Atoms and positions in Å:
O  -1.54391  -0.58750  -1.01263
N  -0.95699  -2.08682  0.88349
N  0.38162  0.60783  -1.11174
C  -0.32294  0.01020  1.98803
C  -0.05117  -0.89869  0.79310
C  -0.47526  -0.22873  -0.52609
C  -0.12934  1.41880  -2.22325
C  1.64868  1.03444  -0.51382
H  0.96286  -1.27544  0.83048
H  1.48491  1.76805  0.27900
H  2.19483  0.18622  -0.10556
H  -1.20527  1.48469  -2.16356
H  -1.83563  -1.81287  0.39908
H  0.44555  0.77560  2.11439
H  0.22556  0.99905  -3.16311
H  -0.19893  -0.55760  2.91325
H  -1.24420  -2.34391  1.83052
H  -0.62246  -2.87824  0.33296
H  2.25179  1.46924  -1.30413
H  -1.30073  0.49054  1.93295
H  0.29102  2.42514  -2.17337

***

--- Q ---
ORCA calculation (ωB97M-V/def2-TZVPD) on a cluster of 2 separate species, C5H13N2O in total.

The net charge is +1. The lowest unoccupied orbital energy is -7.832 eV. Its gap between HOMO and LUMO is 4.383 eV.

Atoms and positions in Å:
O  -0.99006  -0.34467  -0.15225
N  1.24274  -0.91056  1.71016
N  -5.32549  -0.13333  0.30560
C  0.79717  0.45211  -1.41192
C  2.12720  -0.78764  0.62059
C  2.52779  0.68443  0.33328
C  1.31175  1.32214  -0.40826
C  -0.44534  -0.32817  -1.22369
H  0.57146  1.54817  0.35834
H  2.70422  1.20550  1.27345
H  -0.84289  -0.92614  -2.04838
H  1.70382  2.25033  -0.85581
H  1.27784  0.33530  -2.37431
H  3.41812  0.66786  -0.29010
H  3.01754  -1.37667  0.80592
H  1.33089  -1.79115  2.19996
H  0.25900  -0.74567  1.51745
H  -5.45365  0.73287  -0.20186
H  -5.09054  0.11794  1.25866
H  1.67563  -1.13070  -0.35722
H  -6.20909  -0.62104  0.33670

***

Which of them is the most stable? Correct choice: P.